1.
# C31H25IO3PV

A molecular structure, C31H25IO3PV in a non-equilibrium geometry (the ωB97M-V functional and the def2-TZVPD basis, the OMol25 dataset).

Each line ends with the Löwdin charge.
Cartesian coordinates (Å):
V (-0.9262, 0.1542, 0.6242)  0.4899
I (-3.0192, -1.0651, -0.6787)  1.2382
C (-2.7080, -1.4796, -2.6903)  -0.5864
C (-3.8932, -1.8949, -3.2188)  -0.1900
C (-3.9867, -2.2890, -4.5686)  -0.0568
C (-2.8717, -2.2562, -5.3323)  -0.0227
C (-1.6245, -1.8265, -4.8054)  -0.1476
C (-0.5113, -1.8322, -5.6805)  -0.0138
C (0.7160, -1.4402, -5.2587)  -0.0419
C (0.8661, -1.0145, -3.9303)  -0.0882
C (-0.1655, -0.9811, -3.0274)  -0.2804
P (0.3739, -0.3200, -1.3971)  1.0004
C (1.7733, -1.4027, -0.9273)  -0.3518
C (2.7595, -0.9477, -0.0470)  -0.1041
C (3.7421, -1.8120, 0.4176)  -0.0666
C (3.7389, -3.1460, 0.0314)  -0.0692
C (2.7538, -3.6100, -0.8271)  -0.0641
C (1.7770, -2.7438, -1.3036)  -0.0825
C (1.0589, 1.3111, -1.8273)  -0.3613
C (2.3972, 1.5631, -2.1113)  -0.0874
C (2.8105, 2.8479, -2.4380)  -0.0593
C (1.8920, 3.8891, -2.4910)  -0.0648
C (0.5524, 3.6456, -2.2184)  -0.0638
C (0.1413, 2.3624, -1.8832)  -0.0980
C (-1.4832, -1.4053, -3.4427)  -0.1580
H (-4.7796, -1.9296, -2.6003)  0.0756
H (-4.9365, -2.6147, -4.9694)  0.1170
H (-2.9082, -2.5615, -6.3716)  0.1221
H (-0.6664, -2.1607, -6.7023)  0.1235
H (1.5676, -1.4456, -5.9266)  0.1174
H (1.8552, -0.6969, -3.6118)  0.1082
H (2.7624, 0.0843, 0.2778)  0.0932
H (4.5126, -1.4437, 1.0835)  0.1090
H (4.4997, -3.8215, 0.4010)  0.1104
H (2.7436, -4.6490, -1.1310)  0.1111
H (1.0194, -3.1203, -1.9800)  0.1079
H (3.1232, 0.7612, -2.0817)  0.1039
H (3.8545, 3.0350, -2.6558)  0.1117
H (2.2194, 4.8882, -2.7477)  0.1110
H (-0.1700, 4.4503, -2.2667)  0.1117
H (-0.9094, 2.1815, -1.6792)  0.0992
C (-3.1981, 1.1172, 7.8699)  -0.0430
O (-3.3872, 0.7158, 6.5064)  -0.0456
C (-2.3801, 0.8640, 5.6396)  -0.2534
C (-1.1189, 1.3984, 6.0033)  0.0005
C (-0.1626, 1.5044, 5.0419)  0.0023
C (-0.3837, 1.1018, 3.6964)  -0.0856
C (0.6417, 1.2406, 2.7326)  -0.3052
C (2.0117, 1.7407, 2.9989)  0.0244
O (0.4509, 0.9120, 1.5106)  -0.1672
C (-1.6745, 0.5746, 3.3663)  -0.2774
O (-1.9837, 0.2041, 2.1232)  -0.2656
C (-2.6411, 0.4645, 4.3440)  0.0770
H (-4.1368, 0.9102, 8.3697)  0.0973
H (-2.9778, 2.1817, 7.9300)  0.0983
H (-2.4008, 0.5386, 8.3337)  0.0984
H (-0.9086, 1.7159, 7.0115)  0.1088
H (0.7946, 1.9118, 5.3290)  0.1095
H (2.1780, 2.0744, 4.0143)  0.0722
H (2.2220, 2.5631, 2.3131)  0.1093
H (2.7163, 0.9375, 2.7728)  0.1001
H (-3.6121, 0.0652, 4.0863)  0.1419

Its total charge is +1. Its spin multiplicity is 4. The calculation puts the LUMO energy (spin up / spin down) at -2.85 / -2.92 eV. As for the frontier orbital gap (spin up / spin down): 0.273 / 0.300 Eh.

***

2.
# C31H25IrN6O3P2S2

A molecular structure, C31H25IrN6O3P2S2 in a non-equilibrium geometry (the ωB97M-V functional and the def2-TZVPD basis, the OMol25 dataset).

Each line ends with the Löwdin charge.
Cartesian coordinates (Å):
Ir (1.7690, 1.1964, 0.4488)  1.0785
S (0.5298, 2.2981, -1.3775)  0.4144
P (-0.3445, 0.4784, -1.3162)  0.4575
C (0.1146, -0.0389, 0.2112)  -0.7149
P (-0.6846, -0.2658, 1.7098)  0.4345
S (-0.4200, 1.3323, 2.8845)  0.2926
C (0.0208, -1.7482, 2.4975)  -0.3377
C (0.3160, -1.7732, 3.8557)  -0.0960
C (0.8737, -2.9088, 4.4263)  -0.0785
C (1.1382, -4.0246, 3.6446)  -0.0873
C (0.8436, -4.0057, 2.2885)  -0.0840
C (0.2917, -2.8690, 1.7175)  -0.1015
C (-2.4685, -0.6348, 1.6254)  -0.3373
C (-2.9213, -1.6558, 0.7876)  -0.0893
C (-4.2721, -1.9442, 0.6910)  -0.0813
C (-5.1875, -1.2214, 1.4467)  -0.0919
C (-4.7448, -0.2150, 2.2912)  -0.0853
C (-3.3892, 0.0817, 2.3789)  -0.1132
C (-2.1256, 0.4352, -1.6227)  -0.3185
C (-2.7132, -0.2926, -2.6533)  -0.0705
C (-4.0900, -0.2476, -2.8400)  -0.0763
C (-4.8770, 0.5272, -2.0032)  -0.0785
C (-4.2951, 1.2616, -0.9759)  -0.0741
C (-2.9250, 1.2206, -0.7895)  -0.0979
C (0.3617, -0.6199, -2.5807)  -0.3517
C (1.1944, -0.1597, -3.5911)  -0.0943
C (1.7667, -1.0567, -4.4880)  -0.0793
C (1.5056, -2.4122, -4.3758)  -0.0827
C (0.6700, -2.8779, -3.3653)  -0.0713
C (0.1059, -1.9857, -2.4713)  -0.1001
H (0.1251, -0.8901, 4.4524)  0.0672
H (1.1123, -2.9185, 5.4827)  0.1013
H (1.5937, -4.9020, 4.0870)  0.1002
H (1.0683, -4.8663, 1.6706)  0.1032
H (0.1067, -2.8342, 0.6496)  0.0854
H (-2.2117, -2.2238, 0.1958)  0.0949
H (-4.6119, -2.7316, 0.0294)  0.1052
H (-6.2445, -1.4470, 1.3766)  0.1015
H (-5.4563, 0.3449, 2.8862)  0.1020
H (-3.0328, 0.8734, 3.0257)  0.0517
H (-2.1012, -0.8956, -3.3107)  0.0982
H (-4.5441, -0.8150, -3.6430)  0.1036
H (-5.9490, 0.5658, -2.1537)  0.1051
H (-4.9118, 1.8621, -0.3191)  0.1094
H (-2.4615, 1.7919, 0.0078)  0.1053
H (1.4016, 0.9008, -3.6671)  0.0720
H (2.4178, -0.6928, -5.2732)  0.1022
H (1.9571, -3.1113, -5.0682)  0.1023
H (0.4709, -3.9378, -3.2698)  0.1052
H (-0.5276, -2.3498, -1.6697)  0.0965
N (1.0746, 5.2130, 1.4120)  0.0529
C (0.6941, 3.9470, 1.5858)  -0.1772
N (1.6435, 3.1706, 1.1028)  -0.1155
C (2.5811, 4.0423, 0.6281)  -0.3279
N (2.2760, 5.2992, 0.7976)  0.1502
C (3.7792, 3.4944, -0.0152)  -0.1875
C (4.9366, 4.1989, -0.2938)  -0.0475
N (5.9709, 3.6077, -0.8858)  0.0982
C (5.8349, 2.3216, -1.1873)  -0.0903
C (4.6861, 1.5980, -0.8892)  -0.0611
N (3.6566, 2.1987, -0.3062)  0.0119
H (0.5806, 6.0501, 1.6671)  0.1640
H (-0.2235, 3.6034, 2.0389)  0.0461
H (5.0225, 5.2454, -0.0286)  0.1234
H (6.6713, 1.8358, -1.6747)  0.1137
H (4.5749, 0.5475, -1.1219)  0.1134
O (3.5225, -2.1148, 0.9818)  0.1182
N (3.0185, -1.0414, 0.8186)  -0.5228
O (2.6972, -0.5822, -0.3368)  -0.1535
O (2.7578, -0.2318, 1.7628)  -0.1049

Its total charge is 0. Its energy above the lowest of the compared OMol25 structures with the same formula, charge and spin is 179.5 kJ/mol. Its spin multiplicity is 1. The calculation puts the LUMO energy at -0.72 eV. As for the frontier orbital gap: 0.227 Eh.

***

3.
# C31H26Cl2F2N10O2PV

A molecular structure, C31H26Cl2F2N10O2PV in a non-equilibrium geometry (the ωB97M-V functional and the def2-TZVPD basis, the OMol25 dataset).

Each line ends with the Löwdin charge.
Cartesian coordinates (Å):
V (-0.5188, -0.1005, 0.6791)  0.9216
Cl (1.1608, -4.6368, -3.6179)  0.6464
C (0.9524, -2.9640, -3.2075)  -0.6820
C (-0.0416, -2.6037, -2.3139)  -0.0584
C (-0.1993, -1.2825, -1.9241)  -0.1958
N (-1.0874, -0.9410, -0.9089)  -0.0348
C (-2.3528, -1.3561, -1.0243)  -0.4691
O (-2.8661, -1.8682, -2.0238)  0.0445
C (-3.1651, -1.2079, 0.2231)  -0.1726
C (-4.5257, -1.5131, 0.1945)  0.0068
C (-5.2538, -1.4785, 1.3671)  -0.0592
C (-4.5795, -1.1494, 2.5399)  -0.0594
C (-3.2292, -0.8554, 2.4725)  -0.1070
N (-2.5240, -0.8807, 1.3481)  0.0706
C (0.5359, -0.2618, -2.5920)  -0.2290
C (1.5398, -0.6538, -3.5019)  -0.0558
C (1.7613, -1.9864, -3.7675)  -0.6894
Cl (3.0509, -2.4480, -4.8438)  0.6141
N (0.2496, 1.0034, -2.2465)  0.1082
C (0.5213, 2.0575, -3.0074)  -0.4982
O (0.9310, 2.1009, -4.1767)  -0.0154
C (0.2240, 3.3441, -2.2817)  -0.1905
C (0.4178, 4.5684, -2.9234)  -0.0173
C (0.1282, 5.7339, -2.2377)  -0.0915
C (-0.3497, 5.6385, -0.9372)  -0.0863
C (-0.4791, 4.3724, -0.3784)  -0.1413
N (-0.1944, 3.2610, -1.0243)  0.1134
H (-0.7151, -3.3522, -1.9291)  0.0928
H (-4.9694, -1.7715, -0.7552)  0.1159
H (-6.3113, -1.7112, 1.3845)  0.1029
H (-5.1001, -1.1204, 3.4880)  0.0982
H (-2.6940, -0.5942, 3.3770)  0.0986
H (2.1166, 0.1069, -4.0069)  0.1007
H (0.7863, 4.5680, -3.9376)  0.1037
H (0.2823, 6.7063, -2.6925)  0.0941
H (-0.5989, 6.5257, -0.3667)  0.0880
H (-0.8115, 4.2350, 0.6435)  0.1005
C (5.1457, -2.3017, -0.0809)  -0.0833
N (4.1900, -1.2762, -0.3400)  -0.1693
C (4.2572, -0.3347, -1.3280)  -0.0589
C (3.1920, 0.4856, -1.1876)  -0.0555
N (2.4302, 0.0502, -0.1337)  -0.0457
C (3.0699, -1.0365, 0.4485)  -0.3158
P (2.3797, -2.5124, 1.3273)  1.1073
C (1.4069, -1.4970, 2.5144)  -0.4166
N (0.3285, -0.7555, 2.3122)  -0.0727
C (0.0110, -0.1880, 3.5025)  -0.1165
C (0.8943, -0.6105, 4.4517)  -0.0510
N (1.7658, -1.4435, 3.8218)  -0.1157
C (2.8887, -2.1074, 4.4180)  -0.0547
C (0.8707, -3.3636, 0.7438)  -0.4609
N (-0.3896, -3.0684, 1.0366)  0.0621
C (-1.1357, -4.0591, 0.4983)  -0.1528
C (-0.3303, -4.9658, -0.1378)  -0.0932
N (0.9471, -4.5171, 0.0178)  -0.1356
C (2.1354, -5.1475, -0.4737)  -0.0813
H (6.0273, -2.1510, -0.7019)  0.0879
H (4.7221, -3.2899, -0.3013)  0.0617
H (5.4428, -2.2840, 0.9709)  0.0786
H (5.0447, -0.3252, -2.0543)  0.1145
H (2.9174, 1.3545, -1.7502)  0.1266
H (-0.7918, 0.5190, 3.5981)  0.1057
H (0.9614, -0.4047, 5.5015)  0.1110
H (2.8726, -1.9346, 5.4918)  0.0851
H (3.8265, -1.7214, 4.0118)  0.0870
H (2.8455, -3.1823, 4.2290)  0.0789
H (-2.2049, -4.0702, 0.5958)  0.1024
H (-0.5589, -5.8551, -0.6924)  0.1152
H (1.8620, -5.8728, -1.2367)  0.0559
H (2.6756, -5.6528, 0.3332)  0.0882
H (2.7896, -4.3975, -0.9236)  0.0673
F (1.7606, 1.2693, 1.6735)  -0.0989
C (1.3305, 0.7742, 0.3957)  -0.2989
F (-1.1956, 1.4613, 1.1649)  -0.3973
H (1.1915, 1.6867, -0.1905)  0.0719

Its total charge is -1. Its energy above the lowest of the compared OMol25 structures with the same formula, charge and spin is 139.8 kJ/mol. Its spin multiplicity is 4. The calculation puts the LUMO energy (spin up / spin down) at 2.36 / 2.31 eV. As for the frontier orbital gap (spin up / spin down): 0.184 / 0.227 Eh.

***

The records above yield electronic energy values of -3004.893839 -3333.908578 -4300.546873 Ha, respectively.